ORCA calculation (the ωB97M-V functional and the def2-TZVPD basis) on the molecule C7H14.

Positions of all 21 atoms, in Å:
C: -0.021 1.751 0.275
C: -0.053 0.616 -0.744
C: -1.112 -0.501 -0.514
C: -2.244 -0.302 0.485
C: 0.026 -1.480 -0.087
C: 1.076 -0.476 -0.606
C: 2.286 -0.152 0.260
H: 0.876 2.366 0.140
H: -0.014 1.382 1.307
H: -0.891 2.413 0.173
H: -0.090 1.052 -1.751
H: -1.533 -0.816 -1.476
H: -1.872 0.066 1.449
H: -3.006 0.402 0.132
H: -2.741 -1.262 0.671
H: 0.004 -2.466 -0.566
H: 0.076 -1.627 1.000
H: 1.421 -0.776 -1.603
H: 1.992 0.121 1.281
H: 2.976 -1.002 0.334
H: 2.846 0.691 -0.162

Force components x, y, z for each atom (eV/Å):
C 0.0 0.0 0.1
C 0.3 0.0 0.0
C 0.0 -0.3 0.1
C 0.0 0.0 0.0
C -0.3 0.0 0.0
C 0.0 0.3 -0.1
C 0.0 0.0 0.0
H -0.1 -0.1 0.0
H 0.0 0.0 -0.1
H 0.1 -0.2 0.0
H 0.0 -0.1 0.2
H 0.1 0.0 0.1
H 0.0 -0.1 -0.1
H 0.2 -0.1 0.0
H 0.0 0.1 0.0
H 0.1 0.2 0.1
H 0.0 0.1 -0.1
H -0.1 0.1 0.1
H 0.0 0.0 -0.2
H -0.2 0.1 -0.1
H -0.1 -0.1 0.1

For the total energy, the calculation gives -7485.621 eV. Its lowest unoccupied orbital energy is 1.15 eV. For the highest occupied orbital energy, the calculation gives -10.06 eV. The net charge is 0. The calculation puts the HOMO-LUMO gap at 0.4121 Ha. Its energy above the lowest of the compared OMol25 structures with the same formula, charge and spin is 0.674 eV. Its max |F| is 0.33 eV Å⁻¹.